1.
{"formula": "C3H4IN", "method": "ωB97M-V with the def2-TZVPD basis set", "orbital_gap_ev": [8.90, 8.90], "homo_ev": [-10.353, -10.353], "lumo_energy_ev": [-1.456, -1.456], "elements": ["C", "C", "C", "N", "I", "H", "H", "H", "H"], "xyz": [[-0.19303, -1.92867, -0.31613], [0.69425, 0.69584, 0.34805], [-0.44481, 0.35231, -0.55872], [-0.32728, -3.01762, 0.04722], [-2.34422, 0.84216, 0.26801], [0.62910, 1.70015, 0.61137], [0.52894, 0.13131, 1.31763], [1.68350, 0.77961, -0.15616], [-0.22646, 0.44493, -1.56127]]}

2.
{"formula": "C3H5NO", "method": "ωB97M-V with the def2-TZVPD basis set", "orbital_gap_ev": 10.44, "smiles": "CN1CC1=O", "homo_ev": -9.586, "lumo_energy_ev": 0.854, "elements": ["C", "N", "C", "C", "O", "H", "H", "H", "H", "H"], "xyz": [[-1.05070, -0.93522, -0.08309], [0.11736, -0.28827, 0.30923], [0.44766, 1.19305, 0.27865], [1.38063, 0.07898, -0.14503], [2.38027, -0.39633, -0.55476], [-1.81090, -0.13145, 0.11583], [-0.89729, -1.27036, -1.16168], [-1.14787, -1.80266, 0.59552], [0.34615, 1.76851, 1.20737], [0.23470, 1.78377, -0.56205]]}

3.
{"formula": "C9H13NO", "method": "ωB97M-V with the def2-TZVPD basis set", "orbital_gap_ev": [7.87, 4.04], "total_charge": 1, "spin_multiplicity": 2, "homo_ev": [-12.524, -12.524], "lumo_energy_ev": [-4.654, -8.485], "elements": ["C", "C", "O", "N", "H", "H", "H", "H", "H", "C", "C", "C", "C", "C", "C", "C", "H", "H", "H", "H", "H", "H", "H", "H"], "xyz": [[-2.17941, 0.92440, 2.10361], [-1.00505, 1.72304, 2.59031], [-1.00090, 2.91739, 2.83500], [-0.05818, 0.99991, 3.34420], [-1.98419, -0.10931, 1.81777], [-2.85705, 1.39848, 1.38463], [0.80859, 1.52497, 3.44288], [0.14275, 0.02304, 3.14396], [-2.89171, 0.89994, 2.93778], [0.04517, -2.72086, -1.95556], [0.00076, 0.96646, -1.33305], [-0.41151, -0.28575, -1.69644], [1.37627, 1.26442, -1.09758], [0.53159, -1.35713, -1.73303], [2.32007, 0.20258, -1.20678], [1.87728, -1.03614, -1.55492], [-0.72234, 1.75843, -1.21070], [-1.41647, -0.46061, -2.06281], [1.60405, 2.31209, -0.94027], [3.38220, 0.28323, -1.02836], [-0.75652, -2.97471, -1.25095], [0.83540, -3.47917, -1.85468], [2.64422, -1.78521, -1.71580], [-0.28503, -2.98949, -2.95923]]}

4.
{"formula": "C7H18N3O2Se", "method": "ωB97M-V with the def2-TZVPD basis set", "orbital_gap_ev": 7.67, "total_charge": 1, "homo_ev": -10.298, "lumo_energy_ev": -2.630, "elements": ["C", "C", "C", "C", "C", "C", "C", "N", "N", "N", "O", "O", "Se", "H", "H", "H", "H", "H", "H", "H", "H", "H", "H", "H", "H", "H", "H", "H", "H", "H", "H"], "xyz": [[-0.89958, 0.93164, -0.35986], [2.14903, -0.13543, 0.74116], [1.82977, 0.77986, -1.43167], [1.55186, -1.31848, 1.50866], [1.18702, 2.14881, -0.93454], [-1.98983, 1.09993, 0.65091], [0.62087, -1.11972, -0.52345], [1.64048, -0.32447, -0.60765], [0.35256, -1.62508, 0.70284], [-0.31307, 2.27801, -0.77140], [-1.20026, -4.23179, 1.40097], [-1.32012, 0.36205, -1.55771], [-3.93596, 1.59517, -0.30433], [1.86274, 0.76651, 1.32468], [3.29548, -0.38885, 0.70882], [1.52569, 0.65003, -2.44256], [2.88430, 1.00820, -1.46312], [1.26891, -1.03611, 2.42899], [2.32289, -2.07967, 1.60134], [1.55550, 2.73283, -1.77376], [1.53954, 2.40656, 0.07312], [-2.25083, 0.15342, 1.04977], [-1.89376, 1.75200, 1.44275], [-0.04717, -1.31624, -1.39767], [-0.10458, -2.56721, 0.91042], [-2.30295, 0.72512, -1.68545], [-1.03461, -5.10074, 0.93348], [-2.14704, -4.11006, 1.54944], [-0.87694, 2.74522, -1.57408], [-0.43858, 2.87756, 0.07229], [-4.83134, 0.34095, -0.27241]]}

5.
{"formula": "C13H10Cl5HgN", "method": "ωB97M-V with the def2-TZVPD basis set", "orbital_gap_ev": 3.28, "total_charge": -2, "homo_ev": 1.264, "lumo_energy_ev": 4.541, "elements": ["C", "C", "C", "C", "C", "Hg", "N", "C", "C", "H", "H", "H", "H", "H", "H", "H", "H", "H", "H", "Cl", "C", "C", "C", "Cl", "C", "Cl", "C", "Cl", "C", "Cl"], "xyz": [[-0.43486, 1.12404, -3.06126], [0.96224, 1.26184, -2.82396], [1.13264, 2.08704, -1.67606], [-0.15666, 2.44894, -1.19706], [-1.12786, 1.85024, -2.05106], [-0.00526, 0.07214, -0.97876], [-1.31966, -1.23416, -0.94966], [-0.36486, -2.27966, -1.47236], [1.02444, -1.62216, -1.66766], [2.08694, 2.35954, -1.22116], [1.76164, 0.81354, -3.41436], [-0.36876, 3.05014, -0.31156], [-2.21166, 1.91974, -1.93846], [-0.89656, 0.52744, -3.85026], [1.38874, -1.69636, -2.70236], [-0.31576, -3.12156, -0.75216], [-2.29406, -1.53666, -0.95466], [1.78054, -1.98366, -0.95456], [-0.74116, -2.66986, -2.43866], [-1.81386, -2.36106, 1.49374], [-0.79446, -1.07776, 2.13934], [-0.06376, -0.11956, 1.34434], [0.72894, 0.81364, 2.07204], [1.73884, 1.98304, 1.27224], [0.77394, 0.82494, 3.47914], [1.77124, 2.00854, 4.34124], [0.03834, -0.09866, 4.21414], [0.10074, -0.07426, 5.98164], [-0.73606, -1.04866, 3.55224], [-1.64386, -2.22066, 4.52584]]}

6.
{"formula": "C7H8N3O4", "method": "ωB97M-V with the def2-TZVPD basis set", "orbital_gap_ev": 7.17, "smiles": "CN(C)c1nc(C(=O)OC(=O)[O-])c[nH]1", "total_charge": -1, "homo_ev": -4.222, "lumo_energy_ev": 2.947, "elements": ["C", "N", "C", "C", "N", "C", "C", "O", "O", "C", "O", "O", "C", "N", "H", "H", "H", "H", "H", "H", "H", "H"], "xyz": [[-0.35834, -0.62555, -1.81092], [-0.57255, 0.45544, -0.80864], [-1.52300, 0.06856, 0.21781], [0.66370, 0.80519, -0.33794], [1.77910, 0.41853, -1.00972], [2.78983, 0.71693, -0.21481], [4.21022, 0.55628, -0.56783], [4.58985, 1.48788, -1.28448], [4.94015, -0.42448, -0.11139], [4.33558, -1.49455, 0.83417], [4.73830, -2.55414, 0.41848], [3.78789, -1.11486, 1.84451], [2.39186, 1.22807, 0.98396], [1.01836, 1.32834, 0.92557], [-1.32244, -1.04762, -1.96164], [0.07130, -0.09021, -2.61506], [0.31941, -1.29176, -1.32775], [-2.35853, -0.47892, -0.28278], [-1.02442, -0.78547, 0.73794], [-1.84990, 0.96148, 0.68228], [2.81027, 1.95378, 1.69430], [0.39544, 1.50138, 1.67450]]}

Here are the calculated ΔE to the lowest compared entry with this formula, charge and spin numbers, same order: 68.7; 55.2; 19.5; 35.6; 123.7; 28.2 (kcal/mol).
Here are the calculated molar mass numbers, same order: 181.0; 71.1; 151.2; 255.2; 558.1; 198.2 (g mol⁻¹).